# 1
{
  "formula": "C22H17Cl2IN3O10SZr",
  "method": "wB97M-V/def2-TZVPD",
  "relative_energy_ev": 0.473,
  "lumo_ev": 1.241,
  "total_charge": -1,
  "homo_energy_ev": -5.521,
  "orbital_gap_ha": 0.2485,
  "elements": ["Zr", "C", "C", "N", "C", "C", "C", "O", "C", "C", "N", "C", "C", "C", "C", "C", "C", "I", "C", "O", "H", "H", "H", "H", "H", "H", "H", "H", "H", "H", "H", "H", "Cl", "C", "Cl", "H", "H", "O", "S", "O", "O", "O", "O", "C", "O", "C", "C", "C", "N", "C", "C", "C", "O", "O", "H", "H", "H"],
  "coordinates": [[0.6544, -0.5810, 1.3046], [4.3500, 1.8931, 1.3501], [3.4561, 2.1700, 0.1823], [3.9552, 2.7285, -0.8992], [3.1644, 2.9519, -1.9691], [1.8346, 2.6129, -2.0070], [0.9830, 2.8773, -3.2200], [1.7825, 3.4188, -4.2580], [1.2819, 2.0001, -0.8645], [-0.1620, 1.7837, -0.7449], [-0.6965, 1.1024, 0.1985], [-2.0914, 1.2373, 0.4561], [-3.0310, 1.0478, -0.5435], [-4.3849, 1.1536, -0.2547], [-4.7930, 1.4635, 1.0292], [-3.8540, 1.6657, 2.0342], [-2.5059, 1.5450, 1.7556], [-1.1020, 1.7992, 3.2786], [2.0966, 1.7825, 0.2500], [1.6046, 1.2764, 1.3692], [5.3565, 2.2316, 1.1155], [4.3648, 0.8235, 1.5720], [3.9897, 2.4059, 2.2454], [3.6333, 3.4175, -2.8235], [0.1795, 3.5790, -2.9597], [0.5123, 1.9420, -3.5457], [1.2216, 3.5618, -5.0253], [-0.8116, 2.3480, -1.4168], [-2.7001, 0.7701, -1.5371], [-5.1145, 0.9670, -1.0311], [-5.8470, 1.5330, 1.2631], [-4.1763, 1.8952, 3.0405], [2.1796, -0.1903, 3.7805], [1.7666, -1.5703, 4.8492], [0.1787, -2.2324, 4.5182], [1.7856, -1.1890, 5.8619], [2.5183, -2.3297, 4.6721], [3.9220, -1.6713, 1.5337], [2.8266, -2.1375, 0.7310], [3.0595, -3.2588, -0.1188], [2.2007, -0.9516, -0.0706], [1.5805, -2.3860, 1.6573], [-2.0636, -5.2697, -3.5754], [-2.7444, -4.5129, -2.8608], [-3.9657, -4.2673, -2.8561], [-1.9200, -3.5802, -1.9555], [-0.6264, -3.2067, -2.2900], [0.0616, -2.2983, -1.5075], [-0.4585, -1.7744, -0.3906], [-1.6929, -2.1898, -0.0274], [-2.4560, -3.0431, -0.7860], [-2.1859, -1.6527, 1.2870], [-3.3358, -1.6970, 1.6369], [-1.2031, -1.1041, 1.9914], [-0.1670, -3.6408, -3.1675], [1.0562, -1.9657, -1.7678], [-3.4674, -3.2835, -0.4900]],
  "forces_ev_per_angstrom": [[-0.85, 0.50, -0.47], [-0.01, 0.03, 0.01], [0.10, 0.00, -0.11], [-0.04, 0.02, -0.03], [0.01, -0.05, 0.07], [0.06, 0.00, -0.03], [0.06, -0.02, -0.03], [-0.05, 0.02, -0.01], [-0.46, -0.10, -0.14], [0.37, 0.37, 0.17], [-0.03, -0.20, 0.00], [0.25, 0.03, -0.08], [-0.16, -0.07, -0.01], [0.06, -0.01, -0.05], [0.00, 0.04, 0.06], [-0.05, -0.02, 0.01], [-0.04, -0.02, -0.18], [-0.20, 0.20, 0.05], [-0.37, 0.14, 0.24], [0.51, -0.45, -0.07], [-0.01, 0.01, 0.01], [-0.01, -0.02, -0.02], [-0.01, 0.00, 0.00], [0.01, -0.01, 0.00], [-0.01, 0.00, 0.01], [0.00, -0.01, 0.00], [0.03, -0.02, 0.02], [-0.01, 0.08, 0.05], [0.01, -0.03, 0.02], [0.01, 0.00, 0.00], [0.01, -0.01, 0.01], [0.00, -0.01, 0.00], [-0.31, 0.01, 0.22], [0.18, 0.00, -0.08], [-0.01, 0.07, 0.12], [0.06, -0.03, 0.03], [-0.01, -0.02, -0.02], [0.09, 0.06, 0.03], [-0.40, -0.21, -0.36], [-0.08, -0.02, -0.03], [0.53, -0.32, 0.40], [0.73, 0.06, 0.06], [-0.06, -0.17, 0.26], [0.03, 0.47, -0.90], [0.04, -0.22, 0.34], [0.01, -0.01, 0.32], [-0.01, -0.04, -0.05], [0.01, 0.24, -0.10], [-0.10, -0.28, 0.41], [-0.08, 0.13, -0.05], [-0.05, 0.05, -0.12], [0.21, 0.09, -0.06], [-0.03, -0.11, 0.12], [0.04, -0.09, -0.08], [-0.01, 0.00, 0.01], [0.03, -0.04, 0.04], [0.02, -0.03, 0.03]],
  "mulliken_charge": [0.8297, -1.0596, 0.5443, -0.6635, -0.6635, 0.1737, -0.8403, -0.5140, 0.4970, -0.3737, 0.5180, -0.2099, 0.1288, -0.8984, -0.5680, -0.4343, -0.1211, 0.1886, 0.6142, -0.8703, 0.3703, 0.1714, 0.2517, 0.4616, 0.3435, 0.4124, 0.3043, 0.5327, 0.5299, 0.3899, 0.3877, 0.3950, -0.0127, -0.3881, -0.0676, 0.3693, 0.2931, -0.6392, 1.0810, -0.6647, -0.3321, -0.5032, -0.7176, 0.3509, -0.7074, 0.3018, -1.1244, -0.2460, 0.4886, 0.7129, -0.8753, 0.2244, -0.6737, -0.4254, 0.4662, 0.6312, 0.6299]
}



# 2
{
  "formula": "CH3O2S2",
  "method": "wB97M-V/def2-TZVPD",
  "relative_energy_ev": 2.766,
  "lumo_ev": 3.674,
  "total_charge": -1,
  "homo_energy_ev": -4.089,
  "orbital_gap_ha": 0.2853,
  "elements": ["C", "O", "O", "S", "S", "H", "H", "H"],
  "coordinates": [[0.1627, -0.0727, -0.2468], [-0.9810, -2.4684, -0.0329], [-1.8484, -0.5495, 1.3153], [-0.7918, 1.3548, -0.3484], [-0.6332, -1.3869, 0.9120], [0.5325, -0.4733, -1.1791], [1.5713, 0.1274, 0.5554], [-1.6652, 0.6710, 0.5760]],
  "forces_ev_per_angstrom": [[3.75, -0.01, 2.42], [-0.13, -0.24, -0.26], [0.13, -0.35, 0.28], [-0.24, 0.81, -0.42], [-0.04, 0.48, -0.20], [-0.05, -0.30, -0.02], [-3.20, -0.38, -1.90], [-0.23, 0.00, 0.10]],
  "mulliken_charge": [-0.5217, -0.6165, -0.6390, -0.4319, 0.4968, 0.3104, 0.1080, 0.2939]
}



# 3
{
  "formula": "C33H19CdClF5N5OSe5",
  "method": "wB97M-V/def2-TZVPD",
  "relative_energy_ev": 4.086,
  "lumo_ev": [1.747, 1.752],
  "total_charge": -2,
  "homo_energy_ev": [-0.920, -0.935],
  "orbital_gap_ha": [0.0980, 0.0987],
  "elements": ["Cd", "Cl", "C", "C", "C", "C", "O", "C", "C", "N", "C", "C", "C", "C", "C", "C", "C", "C", "N", "C", "C", "H", "H", "H", "H", "H", "H", "H", "H", "H", "H", "Se", "Se", "Se", "Se", "F", "C", "C", "F", "C", "F", "C", "Se", "C", "F", "C", "F", "C", "C", "N", "C", "C", "C", "C", "C", "C", "C", "C", "N", "C", "N", "H", "H", "H", "H", "H", "H", "H", "H", "H"],
  "coordinates": [[-0.2070, 0.3678, 0.0470], [-4.4758, -2.6993, -5.2556], [-3.7735, -2.0093, -3.7943], [-4.5785, -1.2759, -2.9091], [-4.0385, -0.7548, -1.7632], [-2.6605, -0.9196, -1.4059], [-2.2427, -0.4299, -0.3012], [-1.8627, -1.6624, -2.3456], [-0.4488, -1.9542, -2.1986], [0.2868, -1.6100, -1.2220], [1.6363, -2.0172, -1.0997], [2.2431, -2.9928, -1.8635], [3.5182, -3.4792, -1.5526], [4.1683, -3.0154, -0.4249], [3.5866, -2.0277, 0.3726], [4.1956, -1.5348, 1.5925], [3.5280, -0.6953, 2.3907], [2.1770, -0.2103, 2.0167], [1.8213, -0.3920, 0.6765], [2.3477, -1.4461, 0.0040], [-2.4508, -2.1855, -3.5133], [-5.6262, -1.1233, -3.1449], [-4.6437, -0.1753, -1.0754], [-0.0226, -2.5216, -3.0301], [1.7106, -3.4263, -2.7023], [3.9704, -4.2437, -2.1725], [5.1334, -3.4257, -0.1390], [5.1910, -1.8839, 1.8536], [3.9486, -0.3565, 3.3334], [2.0052, 0.8164, 2.3355], [-1.8267, -2.7408, -4.2062], [0.4434, 3.0884, 1.3939], [-1.5702, 3.8724, 2.1299], [-2.9438, 4.3467, 0.4250], [-0.0264, 2.0130, -2.1318], [-2.6731, -0.4907, -8.4869], [-1.9083, -0.2172, -7.4209], [-0.5799, -0.5713, -7.4060], [-0.0477, -1.1995, -8.4681], [0.1935, -0.2708, -6.3034], [1.4864, -0.6422, -6.3640], [-0.2961, 0.3763, -5.1769], [0.9869, 0.7319, -3.7735], [-1.6466, 0.7015, -5.2205], [-2.2690, 1.3091, -4.2191], [-2.4364, 0.4238, -6.3276], [-3.7226, 0.7851, -6.3395], [-0.3286, 0.6608, 4.7239], [-0.8177, 0.4505, 3.3982], [-0.2903, -0.3577, 2.5368], [0.9154, -1.0505, 2.9089], [1.1769, -1.1726, 4.3466], [0.6339, -0.1978, 5.1904], [2.0133, -2.2260, 4.8508], [2.0159, -2.7790, 6.0845], [0.9909, -2.6985, 7.1261], [-0.3481, -2.3747, 6.8856], [-1.2199, -2.4149, 7.9454], [-0.8513, -2.7446, 9.1941], [0.4344, -3.0582, 9.3153], [1.3687, -3.0637, 8.3653], [-0.7491, 1.4482, 5.3362], [-1.6943, 0.9973, 3.0632], [0.9598, -2.0128, 2.4001], [0.9598, -0.1573, 6.2271], [2.7569, -2.6147, 4.1530], [2.8361, -3.4411, 6.3463], [-0.6881, -2.1078, 5.8917], [-2.2679, -2.1727, 7.8012], [0.7659, -3.3483, 10.3094]],
  "forces_ev_per_angstrom": [[0.07, 0.07, -0.10], [0.08, 0.10, 0.12], [-0.24, 0.09, 0.01], [-0.02, -0.03, -0.04], [0.01, -0.03, -0.03], [0.09, 0.02, 0.12], [-0.11, -0.14, -0.21], [0.16, 0.00, -0.09], [-0.40, 0.01, -0.28], [0.50, 0.08, 0.53], [-0.24, 0.17, 0.04], [0.15, -0.15, -0.09], [-0.10, 0.03, -0.06], [-0.03, 0.10, 0.10], [0.16, -0.05, 0.01], [0.05, -0.11, -0.10], [-0.15, 0.12, 0.08], [0.09, -0.43, -0.25], [0.33, -0.38, -0.24], [-0.35, 0.32, 0.30], [0.16, 0.00, -0.01], [0.05, 0.00, 0.02], [0.02, -0.03, -0.05], [-0.04, -0.09, -0.09], [0.04, -0.01, 0.05], [-0.02, 0.01, 0.01], [-0.05, 0.04, 0.00], [-0.03, 0.00, 0.00], [-0.03, -0.04, -0.07], [-0.27, 0.27, 0.16], [0.00, 0.00, 0.01], [-0.53, -0.11, 0.13], [0.56, -0.11, -0.10], [-0.01, -0.09, 0.02], [0.05, 0.14, 0.29], [-0.01, -0.01, -0.04], [-0.18, -0.06, -0.21], [0.21, -0.09, -0.04], [0.04, -0.01, 0.01], [0.09, -0.14, -0.16], [0.04, 0.05, 0.10], [0.08, 0.02, 0.21], [-0.03, -0.11, -0.23], [-0.20, 0.05, -0.05], [0.05, 0.02, 0.13], [-0.07, 0.08, 0.21], [-0.06, -0.01, 0.03], [-0.55, 0.29, -0.44], [0.13, 0.36, 0.62], [0.35, -0.34, -0.29], [-0.16, 0.26, -0.11], [-0.04, 0.24, 0.44], [0.55, -0.40, -0.19], [-0.01, 0.33, -0.35], [-0.11, -0.19, 0.45], [0.47, -0.05, -0.19], [-0.42, -0.05, -0.08], [-0.02, -0.01, -0.02], [0.21, -0.04, 0.00], [0.03, 0.05, -0.24], [-0.19, -0.03, 0.34], [-0.04, -0.07, -0.04], [0.01, 0.06, 0.02], [0.04, -0.01, -0.15], [-0.02, 0.02, -0.11], [-0.07, 0.04, 0.03], [-0.07, 0.02, 0.01], [0.02, -0.07, 0.20], [0.01, -0.01, 0.00], [0.00, 0.01, -0.03]],
  "mulliken_charge": [1.5785, -0.2919, 0.1687, -0.4575, -0.5954, 0.6088, -1.0391, 0.4996, 0.2370, 0.1588, 0.5406, -0.9439, -0.9814, -0.7589, 1.3361, -1.0150, -0.9896, 0.5885, -0.4118, -0.2110, -1.0629, 0.3791, 0.3916, 0.0046, 0.2968, 0.3699, 0.3446, 0.3333, 0.4363, 0.1374, 0.3671, -0.2829, 0.0193, -0.4440, -0.4954, -0.3356, 0.7109, 0.2384, -0.3355, 0.2175, -0.3631, -0.2661, -0.1099, 0.6136, -0.3215, 0.0053, -0.3698, -1.0910, -0.6682, -0.4556, 0.2025, 0.2040, -0.2828, -0.2672, -0.6971, 0.4560, -0.3751, -0.4188, -0.6758, -0.0788, -0.6716, 0.4518, 0.7007, 0.5708, 0.6198, 0.2971, 0.3366, 0.5256, 0.4180, 0.3988]
}



# 4
{
  "formula": "C15H20BrN2O5Tc",
  "method": "wB97M-V/def2-TZVPD",
  "spin_multiplicity": 2,
  "lumo_ev": [-13.439, -13.165],
  "total_charge": 3,
  "homo_energy_ev": [-16.795, -16.816],
  "orbital_gap_ha": [0.1233, 0.1342],
  "elements": ["Tc", "C", "N", "C", "C", "O", "C", "O", "C", "C", "O", "N", "C", "C", "H", "H", "H", "H", "H", "H", "H", "H", "H", "H", "H", "H", "H", "H", "H", "H", "Br", "C", "C", "C", "C", "C", "C", "C", "O", "O", "H", "H", "H", "H"],
  "coordinates": [[-0.0372, -0.1662, -0.4735], [4.9370, 1.6258, -0.4551], [3.6399, 1.5737, -1.1342], [3.5958, 2.0634, -2.5155], [2.5874, 1.0766, -0.5609], [1.4538, 0.9779, -1.1467], [2.6530, 0.5536, 0.8683], [1.3464, 0.0770, 1.2280], [0.6916, 0.6551, 2.3715], [-0.4869, 1.4704, 1.8693], [-0.8763, 1.2445, 0.6664], [-1.0755, 2.3551, 2.6119], [-2.1707, 3.1772, 2.0927], [-0.7027, 2.5773, 4.0109], [5.6024, 2.2737, -1.0167], [5.3942, 0.6355, -0.4123], [4.8547, 2.0239, 0.5557], [3.8700, 3.1177, -2.5309], [2.6059, 1.9394, -2.9369], [4.3208, 1.5189, -3.1202], [2.9929, 1.3251, 1.5594], [3.3500, -0.2851, 0.9256], [1.3883, 1.2487, 2.9596], [0.3253, -0.1746, 2.9793], [-2.1859, 3.1651, 1.0088], [-2.0395, 4.1983, 2.4462], [-3.1292, 2.8155, 2.4672], [-0.3029, 1.6783, 4.4748], [-1.5927, 2.8695, 4.5628], [0.0206, 3.3898, 4.0999], [-4.8296, -6.5919, -3.1599], [-3.8873, -5.1124, -2.5637], [-3.1562, -5.2089, -1.3561], [-2.4706, -4.1071, -0.9148], [-2.4848, -2.9218, -1.6779], [-3.2136, -2.8300, -2.8768], [-3.9221, -3.9181, -3.3204], [-1.6974, -1.7698, -1.1950], [-1.3441, -1.6428, 0.0270], [-1.2596, -0.8476, -1.9593], [-3.1396, -6.1329, -0.7935], [-1.9122, -4.1448, 0.0101], [-3.2164, -1.9051, -3.4388], [-4.4968, -3.8679, -4.2362]],
  "forces_ev_per_angstrom": [[-1.32, 0.96, 0.95], [0.44, -0.06, 0.30], [-0.64, -0.19, 0.08], [0.05, 0.16, -0.48], [1.13, 0.16, 0.69], [-1.22, -0.81, -0.65], [0.37, 0.01, -0.19], [-0.43, -0.15, -0.63], [-0.28, -0.04, 0.20], [0.31, 0.26, 1.05], [0.11, -1.02, -1.63], [0.17, -0.38, -0.41], [-0.49, 0.28, -0.14], [0.20, 0.12, 0.46], [-0.08, 0.06, -0.05], [-0.09, -0.02, -0.07], [-0.09, 0.05, -0.05], [-0.02, 0.00, 0.12], [-0.03, -0.01, 0.03], [0.01, -0.09, 0.12], [-0.08, 0.02, 0.01], [-0.02, -0.02, 0.05], [0.05, -0.02, -0.04], [0.04, 0.00, 0.08], [0.07, -0.01, 0.00], [0.13, -0.03, 0.02], [0.09, -0.12, 0.06], [-0.05, -0.02, -0.06], [-0.07, -0.06, -0.06], [-0.02, 0.00, -0.14], [0.23, 0.39, 0.13], [-0.19, -0.35, -0.06], [0.12, 0.30, -0.03], [-0.26, -0.39, 0.21], [1.13, 1.77, 0.92], [-0.11, -0.17, -0.53], [0.15, 0.20, 0.13], [-2.65, -3.10, -1.37], [1.94, 0.85, 0.80], [1.47, 1.57, 0.22], [-0.05, 0.01, -0.08], [0.00, -0.03, 0.01], [-0.02, -0.02, -0.02], [0.00, -0.05, 0.07]],
  "mulliken_spin": [1.0156, -0.0001, -0.0137, 0.0011, 0.0251, 0.0194, -0.0095, -0.0123, -0.0014, 0.0182, -0.0291, -0.0165, 0.0008, -0.0004, -0.0002, -0.0006, -0.0008, -0.0004, -0.0006, -0.0005, 0.0011, 0.0008, 0.0016, 0.0013, -0.0001, -0.0007, -0.0008, -0.0004, 0.0000, -0.0006, 0.0041, 0.0117, 0.0019, 0.0052, 0.0011, 0.0014, -0.0037, -0.0143, -0.0524, 0.0478, 0.0000, 0.0009, 0.0001, 0.0000]
}



# 5
{
  "formula": "C3H3LiO2Tl",
  "method": "wB97M-V/def2-TZVPD",
  "relative_energy_ev": 0.690,
  "lumo_ev": -5.428,
  "total_charge": 1,
  "homo_energy_ev": -11.308,
  "orbital_gap_ha": 0.2161,
  "elements": ["O", "C", "C", "Tl", "H", "H", "H", "O", "C", "Li"],
  "coordinates": [[1.7580, -1.3311, 0.6102], [2.8439, -2.0628, 0.6452], [3.9323, -1.7225, 1.3733], [0.6805, -0.2162, -1.0209], [2.8914, -2.9635, 0.0072], [4.8426, -2.3174, 1.2898], [3.9105, -0.8424, 2.0238], [-2.3194, 0.0180, -0.9040], [-2.2211, 0.4686, -1.9316], [-0.6882, -1.3703, 1.0214]],
  "forces_ev_per_angstrom": [[-3.44, 1.22, -0.40], [3.11, -0.90, 0.66], [-0.77, -0.32, -0.55], [1.56, 0.21, -0.44], [-0.18, 0.37, 0.25], [-0.34, 0.17, 0.17], [0.09, -0.33, -0.28], [-0.29, -0.24, 0.50], [-0.38, 0.27, -0.50], [0.65, -0.46, 0.60]],
  "mulliken_charge": [-0.6204, 0.0741, -0.7266, 0.5659, 0.3042, 0.2534, 0.2216, -0.1503, 0.1980, 0.8802]
}



# 6
{
  "formula": "C10H10O2",
  "method": "wB97M-V/def2-TZVPD",
  "smiles": "COc1ccc2c(c1)[C@@H]1O[C@@H]1C2",
  "relative_energy_ev": 4.096,
  "lumo_ev": 0.910,
  "total_charge": 0,
  "homo_energy_ev": -8.980,
  "orbital_gap_ha": 0.3635,
  "elements": ["C", "C", "C", "C", "C", "C", "C", "C", "C", "C", "H", "H", "H", "H", "H", "H", "H", "H", "H", "H", "O", "O"],
  "coordinates": [[-0.6370, 2.9971, 1.7891], [-0.6687, 1.5365, 0.2292], [-1.7610, 0.6455, 0.3451], [-1.5978, -0.7360, 0.0077], [-0.3389, -1.2435, -0.4688], [0.1397, -2.6065, -0.9159], [1.6318, -2.3529, -1.2280], [1.9854, -0.9194, -1.0128], [0.7169, -0.3224, -0.4665], [0.5751, 1.0184, 0.0378], [-1.1755, 2.3167, 2.4952], [-1.3164, 3.9235, 2.0638], [0.4470, 3.1936, 2.1879], [-2.6533, 1.0687, 0.6659], [-2.5459, -1.3136, -0.1257], [-0.4605, -3.1185, -1.7597], [0.0202, -3.3234, -0.0899], [2.2278, -3.2094, -1.3361], [2.9388, -0.5586, -0.7196], [1.4165, 1.6158, 0.0759], [-0.8614, 2.8508, 0.5214], [1.9172, -1.4624, -2.2961]],
  "forces_ev_per_angstrom": [[-1.00, 4.48, 7.35], [-0.92, -2.27, 0.22], [2.56, -1.74, -1.44], [-0.43, 0.66, -1.05], [-0.83, 1.87, 0.55], [-0.74, -0.50, -0.70], [-1.15, 0.11, -0.51], [-0.88, -1.11, 1.37], [-0.24, 1.21, 0.70], [-0.42, -2.64, -2.06], [0.80, -0.52, -0.77], [1.88, -0.89, -0.12], [-1.70, -0.52, -1.03], [-1.77, 0.34, 0.33], [1.06, 0.20, 0.58], [1.04, 1.16, 0.93], [0.35, 0.18, -0.04], [1.17, -0.89, 0.68], [0.74, 0.24, 0.35], [1.63, 1.32, -0.02], [-0.09, -1.28, -4.12], [-1.07, 0.57, -1.23]],
  "mulliken_charge": [-0.7983, 0.5309, -0.3786, -0.6383, 0.1444, -0.8621, -0.2555, -0.0542, 0.1706, -0.8055, 0.3451, 0.2899, 0.2373, 0.5134, 0.2799, 0.3017, 0.3044, 0.5171, 0.5278, 0.4923, -0.4032, -0.4594]
}



What did we get for maximum force? Answer: 1.10; 4.47; 0.76; 4.30; 3.67; 8.67 eV/A, in the order shown.